Here is C26H60In2OSi2 as an isolated structure from the OMol25 dataset. Energies are from the ωB97M-V functional and the def2-TZVPD basis.

Results
LUMO energy: -9.36 eV
gap between HOMO and LUMO: 4.22 eV
HOMO energy: -0.4989 Ha
energy: -2060.3474 a.u.

Structure (ORCA input):
```
! wB97M-V def2-TZVPD RIJCOSX def2/J DEFGRID3
* xyz 2 1
H -3.61818 -0.42304 -1.20717
C 0.63147 -2.19804 -3.71471
H -3.09520 3.11015 -3.30815
H 1.82835 0.90493 -1.40242
H -4.39674 -2.96767 4.17048
C -4.14121 -2.51265 3.18986
H 1.71177 4.09638 -0.97862
C 3.15359 -3.28454 0.17540
H 3.60782 3.90853 2.78540
H -4.40229 4.38265 -0.23924
C -4.27261 0.32610 -0.70014
H 0.44680 2.65538 -2.75738
C 1.62012 0.16274 -3.43607
H 4.48005 -1.90138 -0.94311
In -3.22902 -4.37979 1.36093
C -1.27620 -3.36845 2.37149
C -0.63699 4.55025 0.02041
H 2.53342 -0.41398 -3.15229
H 3.46197 -4.11415 -0.49658
C 3.03981 1.90492 2.12176
H -0.51174 -1.96384 -0.77876
H -0.41817 5.07726 -0.93480
H -1.12422 1.63869 2.29486
H -4.40779 0.09908 0.38045
H 5.59712 -1.32180 1.62667
H -3.60071 1.40498 -3.43314
H -1.85703 -0.31936 4.94490
H 0.43953 -0.25188 -1.63897
C 3.71305 3.30282 1.86071
H 1.62366 2.59207 -0.02413
H 1.13283 -2.43422 0.75647
H -0.99557 -3.24660 1.29101
H -0.80536 1.41012 -3.04324
C 4.16947 -2.06827 0.11814
H -0.30091 -3.39491 2.92975
H 0.71134 -2.85981 -4.61486
C 0.58751 -0.71020 -4.25202
H -0.43149 -0.26909 -4.28200
Si -3.70376 2.13099 -1.01169
C 1.73154 -2.70324 -0.15190
H 0.43425 3.81637 1.81978
H 0.99211 -0.73488 -5.29612
H 2.10254 2.00849 2.72684
H 0.56229 -4.57798 -0.33440
H -1.39775 -0.56441 0.30976
H 2.84224 1.33289 1.18230
H 4.80935 3.10388 1.74619
H 1.58302 -2.32578 -3.15617
H -5.27766 0.27607 -1.20187
In -1.18705 2.36576 -0.43858
H 1.36393 -4.05270 -1.88167
H -4.83755 -1.70899 2.86569
H -1.42088 -1.84201 -3.05067
C -1.11806 -0.33200 1.36721
H -4.74922 3.08426 1.03100
H -2.63118 -1.78982 5.56482
C 5.43304 -2.26041 1.04236
H 3.28127 5.13050 0.73692
H 1.80889 -1.76823 -0.76672
H 3.98462 3.83245 -0.27808
H 6.36106 -2.39197 0.43640
H -1.77272 -4.37951 2.58626
H -0.84305 -1.83818 5.24269
H 5.28446 -3.07490 1.78321
H -4.88234 2.61790 -3.19603
H 3.13644 -3.61326 1.24547
H 0.46492 1.20332 1.50548
C 0.67104 4.39575 0.89591
C -4.80394 3.35776 -0.04382
C -3.82553 2.37177 -2.91096
H -1.48365 4.99602 0.58610
H -0.25026 -0.93642 1.73241
C -1.81401 -1.43711 4.88356
C -0.06732 1.78029 -2.28899
H -1.13776 -3.55712 -3.41188
C -0.64427 1.18527 1.38797
C 3.25499 4.03009 0.54273
H 3.67424 -1.11363 0.43811
O -2.31545 -0.49259 2.15111
H -5.83122 3.28747 -0.46752
H 1.98564 1.04515 -4.01939
H -4.24043 -3.33157 2.38668
C -0.48111 -2.89245 -1.39273
C 1.80592 3.68557 0.06398
H 3.75430 1.28156 2.71285
C 0.97286 0.63116 -2.05902
H 0.96180 5.43167 1.19143
Si -2.28850 -1.90703 3.10938
C 0.80812 -3.70382 -0.97707
C -0.66096 -2.66458 -2.93817
H -1.36753 -3.51124 -1.06200
*
```